<A>
A molecular structure, C2H4BrN. Source: the Open Molecules 2025 dataset; level of theory: the ωB97M-V functional and the def2-TZVPD basis.

The calculation puts the LUMO energy at 0.379 eV. As for the total charge: 0. The frontier orbital gap comes out at 9.6 eV.

Last column: Mulliken charge in e.
Cartesian coordinates (Å):
C -0.311 0.121 0.218  0.22
C 1.035 -0.186 -0.275  -0.79
N -1.347 -0.171 -0.388  -0.40
Br -3.129 0.253 -0.172  -0.04
H -0.214 0.637 1.477  0.19
H 0.874 -0.312 -1.359  0.30
H 1.380 -1.012 0.317  0.27
H 1.711 0.669 0.182  0.26

=====

<B>
A molecular structure, C2H4BrN. Source: the Open Molecules 2025 dataset; level of theory: the ωB97M-V functional and the def2-TZVPD basis.

The calculation puts the LUMO energy (alpha / beta) at -0.161 / -0.180 eV. As for the total charge: 0. The frontier orbital gap (alpha / beta) comes out at 8.4 / 9.3 eV.

Last column: Mulliken charge in e.
Cartesian coordinates (Å):
C 1.408 -0.426 -0.228  -0.31
C -1.078 0.236 0.169  -0.46
N 0.092 0.756 0.599  -0.28
Br 3.117 -0.107 0.232  -0.06
H 1.062 -0.915 -1.028  0.44
H -1.765 1.114 -0.176  0.23
H -1.850 -0.152 1.009  0.22
H -0.987 -0.508 -0.578  0.23

=====

Ordering by calculated energy gives the sequence <A>, <B>, with the first entry being the most stable.

=====

<A>
A gas-phase ion, C4H6NO2 (charge +1). Source: the Open Molecules 2025 dataset; level of theory: the ωB97M-V functional and the def2-TZVPD basis.

The calculation puts the LUMO energy at -8.119 eV. Its structure (SMILES) is C=CC(=O)[N+](C)=O. As for the total charge: +1. The frontier orbital gap comes out at 7.5 eV.

Last column: Mulliken charge in e.
Cartesian coordinates (Å):
C -0.810 -2.413 -0.870  -0.78
C -0.035 -1.349 -0.683  -0.27
C -0.513 -0.004 -0.122  0.67
O -1.491 0.428 0.357  -0.35
N 0.734 0.905 -0.052  0.58
C 0.600 2.338 -0.139  -0.64
O 1.814 0.371 -0.288  -0.28
H -0.179 -3.134 -1.238  0.28
H -1.812 -2.710 -0.770  0.37
H 0.972 -1.240 -0.971  0.45
H 1.029 2.682 -1.173  0.33
H 1.320 2.670 0.545  0.30
H -0.471 2.495 0.009  0.34

=====

<B>
A gas-phase ion, C4H6NO2 (charge +1). Source: the Open Molecules 2025 dataset; level of theory: the ωB97M-V functional and the def2-TZVPD basis.

The calculation puts the LUMO energy at -7.775 eV. As for the total charge: +1. The frontier orbital gap comes out at 7.2 eV.

Last column: Mulliken charge in e.
Cartesian coordinates (Å):
C -0.906 0.003 1.724  -0.07
C -0.539 -0.755 0.705  -0.14
C -0.450 1.388 1.954  0.16
C 1.113 -0.385 -2.359  -0.43
N 0.240 -0.227 -0.217  0.01
O 0.525 1.977 1.777  -0.28
O 0.758 -0.979 -1.104  -0.02
H -1.864 -0.272 2.358  0.31
H -0.997 -1.814 0.578  0.37
H -1.437 1.850 2.311  0.24
H 0.377 -0.874 -3.019  0.27
H 2.151 -0.641 -2.456  0.26
H 1.028 0.728 -2.253  0.32

=====

Ordering by calculated energy gives the sequence <A>, <B>, with the first entry being the most stable.

=====

<A>
2 unconnected molecules or ions with the total composition CH8N2S2. Source: the Open Molecules 2025 dataset; level of theory: the ωB97M-V functional and the def2-TZVPD basis.

The calculation puts the LUMO energy at 0.429 eV. Its structure (SMILES) is NCN.SS. As for the total charge: 0. The frontier orbital gap comes out at 9.8 eV.

Last column: Mulliken charge in e.
Cartesian coordinates (Å):
N -1.227 0.877 -1.508  -0.49
C -2.104 0.597 -0.361  -0.43
N -2.239 -0.810 -0.093  -0.54
H -1.313 1.813 -1.860  0.20
H -1.555 0.325 -2.304  0.22
H -3.060 1.101 -0.525  0.35
H -1.652 1.025 0.533  0.25
H -1.365 -1.301 -0.219  0.24
H -2.914 -1.244 -0.714  0.23
S 1.171 0.575 1.204  -0.17
S 1.666 -0.962 -0.089  -0.22
H 2.148 1.433 0.954  0.16
H 0.980 -0.506 -1.179  0.18

=====

<B>
2 unconnected molecules or ions with the total composition CH8N2S2. Source: the Open Molecules 2025 dataset; level of theory: the ωB97M-V functional and the def2-TZVPD basis.

The calculation puts the LUMO energy at 0.150 eV. Its structure (SMILES) is NCN.SS. As for the total charge: 0. The frontier orbital gap comes out at 8.6 eV.

Last column: Mulliken charge in e.
Cartesian coordinates (Å):
N 0.268 -0.837 0.794  -0.55
C 1.211 0.199 0.492  -0.43
N 1.597 0.465 -0.941  -0.59
H 0.636 -1.176 1.763  0.28
H 0.329 -1.666 0.265  0.21
H 2.100 -0.207 0.925  0.33
H 1.041 1.216 1.014  0.29
H 1.499 1.452 -1.156  0.27
H 0.875 -0.038 -1.510  0.24
S -2.450 1.303 0.148  -0.15
S -3.407 -0.291 -0.945  -0.18
H -1.306 0.702 0.520  0.15
H -2.392 -1.122 -1.370  0.13

=====

Ordering by calculated energy gives the sequence <A>, <B>, with the first entry being the most stable.

=====

<A>
2 unconnected molecules or ions with the total composition C3HCl2FO. Source: the Open Molecules 2025 dataset; level of theory: the ωB97M-V functional and the def2-TZVPD basis.

The calculation puts the LUMO energy at -1.102 eV. As for the total charge: 0. The frontier orbital gap comes out at 7.7 eV.

Last column: Mulliken charge in e.
Cartesian coordinates (Å):
C -1.084 -1.217 -0.090  0.52
C 0.049 -1.255 -0.703  -0.17
C -0.495 1.815 -1.683  0.03
O -2.210 -1.215 0.022  -0.31
F 1.245 -1.743 -0.414  -0.24
Cl -0.989 3.077 -0.734  -0.02
Cl -1.478 1.520 -3.027  -0.03
H -0.077 -0.853 -1.646  0.23

=====

<B>
C3HCl2FO in the gas phase. Source: the Open Molecules 2025 dataset; level of theory: the ωB97M-V functional and the def2-TZVPD basis.

The calculation puts the LUMO energy at -1.021 eV. Its structure (SMILES) is O=CC(F)=C(Cl)Cl. As for the total charge: 0. The frontier orbital gap comes out at 8.7 eV.

Last column: Mulliken charge in e.
Cartesian coordinates (Å):
O 1.084 -2.068 -0.762  -0.47
C 0.230 -1.247 -0.515  0.02
C 0.474 -0.028 0.206  0.32
F 1.645 0.114 0.856  -0.24
C -0.456 1.097 0.252  0.32
Cl -0.161 2.458 1.210  -0.11
Cl -2.032 0.966 -0.432  -0.15
H -0.783 -1.291 -0.814  0.31

=====

Ordering by calculated energy gives the sequence <B>, <A>, with the first entry being the most stable.

=====

<A>
A gas-phase ion, C5H10N3O3 (charge +1). Source: the Open Molecules 2025 dataset; level of theory: the ωB97M-V functional and the def2-TZVPD basis.

The calculation puts the LUMO energy at -5.395 eV. Its structure (SMILES) is NC1=[N+](CC(=O)O)COCN1. As for the total charge: +1. The frontier orbital gap comes out at 8.9 eV.

Last column: Mulliken charge in e.
Cartesian coordinates (Å):
N 2.218 0.565 0.229  -0.24
C 1.165 -0.295 -0.110  0.08
N 0.109 -0.674 0.903  0.13
C -0.410 0.509 1.690  -0.70
C -0.706 1.858 0.807  0.71
O 0.140 2.904 0.984  -0.52
O -1.779 2.047 -0.181  -0.45
C -0.993 -1.529 0.323  -0.35
O -0.694 -2.144 -0.979  -0.36
C -0.206 -1.122 -1.948  -0.17
N 1.231 -0.828 -1.554  -0.34
H 2.398 1.387 -0.416  0.29
H 2.717 0.393 1.130  0.30
H -1.387 0.153 2.254  0.46
H 0.432 0.791 2.487  0.27
H -1.690 3.009 -0.513  0.38
H -1.147 -2.434 1.086  0.27
H -2.031 -0.956 0.304  0.32
H -0.905 -0.184 -1.985  0.26
H -0.158 -1.667 -3.004  0.30
H 1.698 -1.782 -1.507  0.36

=====

<B>
2 unconnected molecules or ions with the total composition C5H10N3O3. Source: the Open Molecules 2025 dataset; level of theory: the ωB97M-V functional and the def2-TZVPD basis.

The calculation puts the LUMO energy at -3.035 eV. As for the total charge: +1. The frontier orbital gap comes out at 9.2 eV.

Last column: Mulliken charge in e.
Cartesian coordinates (Å):
C -0.123 -0.677 0.742  -0.27
C 0.407 0.685 -1.490  0.62
C -0.151 0.025 1.924  0.41
C 1.445 1.415 -0.932  -1.00
C -1.857 0.034 -2.450  -0.79
N -0.349 -0.583 3.122  -0.48
N 0.394 -1.619 0.072  0.73
N -0.573 0.410 -2.014  0.06
O 0.062 1.361 1.924  -0.47
O 1.733 -1.903 0.391  -0.44
O -0.081 -2.111 -0.881  -0.65
H 2.364 0.823 -0.698  0.34
H 1.131 1.584 0.155  0.28
H 1.566 2.246 -1.568  0.37
H -2.106 0.843 -3.127  0.41
H -1.798 -0.905 -2.866  0.33
H -2.541 0.275 -1.685  0.36
H -0.706 -1.505 3.129  0.26
H -0.719 0.065 3.917  0.23
H -0.296 1.713 2.749  0.33
H 2.199 -2.176 -0.415  0.36

=====

Ordering by calculated energy gives the sequence <A>, <B>, with the first entry being the most stable.

=====

<A>
15 unconnected molecules or ions with the total composition C6H40O15. Source: the Open Molecules 2025 dataset; level of theory: the ωB97M-V functional and the def2-TZVPD basis.

The calculation puts the LUMO energy at -0.298 eV. As for the total charge: 0. The frontier orbital gap comes out at 9.0 eV.

Last column: Mulliken charge in e.
Cartesian coordinates (Å):
O -0.715 -5.210 -1.765  -0.48
C 0.104 -4.365 -1.507  0.15
C 1.243 -4.289 -0.588  -0.63
C 1.151 -3.216 0.580  -0.88
C -0.012 -3.013 1.398  1.92
C 0.465 -2.135 2.583  -1.21
C -0.741 -4.290 1.788  -1.91
H -0.095 -3.309 -2.154  0.10
H 2.126 -4.045 -1.223  0.45
H 1.436 -5.422 -0.176  0.25
H 2.117 -3.255 1.175  0.35
H 1.378 -2.331 -0.041  0.06
H -0.826 -2.539 0.887  0.04
H 1.389 -1.644 2.356  0.24
H 0.492 -2.588 3.646  0.32
H -0.366 -1.333 2.743  0.15
H -1.507 -3.846 2.452  0.41
H -1.409 -4.912 1.087  0.28
H -0.140 -5.078 2.038  0.49
H 0.410 1.986 3.098  0.31
H -0.047 1.492 4.525  0.30
O -0.033 1.151 3.597  -0.66
H 2.677 -0.545 -0.834  0.38
H 2.003 0.061 0.349  -0.02
O 2.257 -0.761 0.012  -0.51
H 2.735 3.660 -0.850  0.30
H 2.156 4.819 -1.283  0.32
O 2.552 4.476 -0.496  -0.65
H -2.049 0.684 0.813  0.34
H -3.195 -0.343 0.720  0.33
O -2.943 0.646 0.966  -0.77
H -2.208 3.730 -0.128  0.25
H -1.331 4.893 -0.176  0.31
O -1.769 4.343 -0.845  -0.62
H -3.876 1.692 -0.033  0.42
H -4.371 2.944 -0.745  0.32
O -4.596 2.045 -0.578  -0.65
H 0.675 0.614 0.516  0.07
H -0.040 1.987 0.609  0.19
O -0.129 1.010 0.167  0.10
H 0.947 4.238 0.652  0.23
H 1.468 4.209 2.076  0.18
O 1.122 3.741 1.419  -0.40
H 1.574 -0.147 -2.552  0.22
H 2.726 -0.718 -3.373  0.32
O 2.500 -0.127 -2.573  -0.69
H -0.073 0.406 -1.811  0.29
H -1.565 0.431 -1.949  0.32
O -0.731 0.132 -2.494  -0.66
H 2.460 1.473 -2.537  0.44
H 2.847 2.644 -3.750  0.27
O 2.164 2.341 -3.144  -0.68
H -3.454 -1.951 -3.868  0.30
H -2.666 -2.068 -2.617  0.27
O -2.766 -2.439 -3.474  -0.58
H 3.729 1.263 1.932  0.26
H 2.491 0.639 2.585  0.32
O 2.796 1.376 2.013  -0.57
H -1.267 2.772 3.305  0.30
H -2.421 2.065 2.524  0.33
O -1.982 2.930 2.757  -0.61

=====

<B>
15 unconnected molecules or ions with the total composition C6H40O15. Source: the Open Molecules 2025 dataset; level of theory: the ωB97M-V functional and the def2-TZVPD basis.

The calculation puts the LUMO energy at -0.019 eV. As for the total charge: 0. The frontier orbital gap comes out at 9.2 eV.

Last column: Mulliken charge in e.
Cartesian coordinates (Å):
O 3.435 2.564 -1.858  -0.56
C 2.766 1.818 -1.175  -0.02
C 1.379 2.172 -0.737  -0.37
C 0.556 0.877 -0.411  0.22
C 0.944 0.283 0.955  0.40
C 0.990 1.230 2.165  -0.28
C -0.336 1.185 2.972  -1.06
H 3.277 1.009 -0.649  0.33
H 0.898 2.736 -1.540  0.31
H 1.362 2.848 0.107  0.22
H -0.533 0.940 -0.475  -0.11
H 0.981 0.206 -1.153  -0.25
H 0.181 -0.473 1.174  0.36
H 1.875 -0.255 0.768  -0.59
H 1.836 0.935 2.796  0.40
H 1.083 2.298 1.943  0.23
H -1.012 0.368 2.670  0.22
H -0.945 2.061 2.774  0.28
H -0.087 1.138 4.047  0.30
H 0.452 -1.283 -2.165  0.25
H -0.646 -1.970 -1.440  0.32
O 0.341 -1.967 -1.497  -0.58
H 2.554 -1.609 -4.027  0.34
H 1.878 -2.660 -3.199  0.33
O 2.736 -2.459 -3.607  -0.70
H 2.950 -3.497 0.626  0.35
H 1.885 -4.527 1.104  0.28
O 2.643 -4.010 1.389  -0.65
H 4.215 -0.346 1.809  0.37
H 5.479 -0.134 0.952  0.25
O 4.528 -0.009 0.937  -0.57
H 3.643 -1.346 -0.566  0.32
H 3.389 -2.199 -1.904  0.35
O 3.141 -2.064 -0.976  -0.57
H -3.538 1.815 -1.955  0.36
H -4.301 1.809 -3.338  0.31
O -4.037 1.259 -2.597  -0.74
H 0.936 5.397 -0.056  0.27
H -0.548 5.205 -0.486  0.27
O 0.332 4.827 -0.543  -0.54
H -2.779 -0.624 -0.605  0.19
H -3.975 0.174 -1.047  0.49
O -3.474 -0.059 -0.244  -0.61
H -1.157 -3.144 2.547  0.30
H -2.042 -2.619 1.359  0.30
O -1.980 -2.698 2.318  -0.62
H -4.318 -1.764 -0.146  0.36
H -4.059 -3.129 0.512  0.29
O -4.146 -2.703 -0.359  -0.64
H 2.530 -1.343 2.696  0.33
H 3.829 -2.283 2.616  0.31
O 3.460 -1.447 2.914  -0.69
H -2.689 -2.924 -1.925  0.31
H -2.025 -2.128 -3.207  0.23
O -2.257 -2.139 -2.281  -0.56
H -3.978 1.270 0.910  0.40
H -5.025 1.640 1.941  0.30
O -4.198 1.958 1.566  -0.65
H -3.393 3.346 -0.230  0.29
H -2.053 3.382 -1.136  0.26
O -2.949 3.059 -1.035  -0.64

=====

Ordering by calculated energy gives the sequence <B>, <A>, with the first entry being the most stable.